C5H7N3 as an isolated structure, computed with wB97M-V/def2-TZVPD.

Computed properties:
**2S+1**: 1
**Total charge**: 0
**Kohn-Sham gap**: 8.401 eV
**E_LUMO**: 0.69 eV
**E_tot**: -9761.252 eV
**Molecular weight**: 109.13 g/mol
**ΔE to the lowest compared entry with this formula, charge and spin**: 784.9 kJ/mol
**HOMO level**: -7.71 eV

Last column: Löwdin charge in e.
Element x y z (Å)
C: 0.33 0.82 0.79  -0.359
C: 1.50 -0.04 -1.18  0.012
C: 0.04 -0.36 -1.15  -0.374
C: -1.77 -0.81 -0.46  0.007
C: -0.50 0.05 -0.02  -0.176
H: 0.32 0.64 3.03  0.122
H: -0.33 2.05 2.30  0.099
H: 2.49 0.78 0.65  0.283
H: 2.18 -0.25 -2.00  0.078
H: -0.66 -2.37 -1.57  0.065
H: -2.21 -1.42 0.27  0.059
H: -2.46 -0.03 -1.00  0.125
N: 0.50 1.35 2.17  0.017
N: 1.33 0.98 -0.11  -0.033
N: -0.77 -1.40 -1.72  0.073



One molecule with the formula C5H7N3, computed with wB97M-V/def2-TZVPD.

Computed properties:
**2S+1**: 1
**Total charge**: 0
**Kohn-Sham gap**: 9.456 eV
**E_LUMO**: 0.37 eV
**E_tot**: -9765.321 eV
**Molecular weight**: 109.13 g/mol
**ΔE to the lowest compared entry with this formula, charge and spin**: 392.4 kJ/mol
**HOMO level**: -9.09 eV

Last column: Löwdin charge in e.
Element x y z (Å)
C: 2.63 -0.17 -0.11  -0.197
C: -0.36 -1.69 0.35  -0.270
C: -0.71 -0.73 -0.80  -0.200
C: 1.29 0.11 -0.02  -0.386
C: 0.70 1.22 0.88  -0.010
N: 3.74 -0.39 -0.34  0.188
N: 0.65 -1.49 1.04  0.129
N: 0.52 -0.08 -1.18  -0.010
H: -1.17 -2.51 0.71  0.145
H: -1.33 -1.32 -1.67  0.157
H: -1.43 0.12 -0.52  0.119
H: -0.19 1.72 0.60  0.068
H: 1.55 1.97 0.99  0.108
H: 0.68 0.72 1.78  0.041
H: 1.07 -0.31 -1.97  0.119



One molecule with the formula C5H7N3, computed with wB97M-V/def2-TZVPD.

Computed properties:
**2S+1**: 1
**Total charge**: 0
**Kohn-Sham gap**: 9.978 eV
**SMILES**: [H]/N=C1/NC=N[C@@H]1C=C
**E_LUMO**: 0.80 eV
**E_tot**: -9765.844 eV
**Molecular weight**: 109.13 g/mol
**ΔE to the lowest compared entry with this formula, charge and spin**: 341.9 kJ/mol
**HOMO level**: -9.18 eV

Last column: Löwdin charge in e.
Element x y z (Å)
C: -2.21 -0.10 -0.68  -0.054
C: -1.54 -0.76 0.27  -0.125
C: 0.01 -0.48 0.56  -0.228
C: 2.01 -1.01 -0.28  -0.250
C: 0.61 0.84 0.08  -0.436
H: -3.27 -0.22 -0.73  0.030
H: -1.78 0.76 -1.36  0.104
H: -2.38 -1.44 0.95  0.167
H: 0.18 -0.28 1.64  0.150
H: 2.94 -1.39 -0.66  0.121
H: 2.73 1.06 -0.32  0.224
H: -0.57 2.18 0.47  0.056
N: 1.00 -1.59 0.18  0.084
N: 1.82 0.34 -0.43  0.040
N: 0.45 2.09 0.31  0.117



One molecule with the formula C5H7N3, computed with wB97M-V/def2-TZVPD.

Computed properties:
**2S+1**: 1
**Total charge**: 0
**Kohn-Sham gap**: 8.935 eV
**SMILES**: [H]/N=C(\C)c1ncc[nH]1
**E_LUMO**: 0.61 eV
**E_tot**: -9767.156 eV
**Molecular weight**: 109.13 g/mol
**ΔE to the lowest compared entry with this formula, charge and spin**: 215.3 kJ/mol
**HOMO level**: -8.32 eV

Last column: Löwdin charge in e.
Element x y z (Å)
C: -2.09 -0.89 -0.13  -0.182
C: -2.33 0.45 -0.03  -0.135
C: -0.17 -0.03 -0.16  -0.235
C: 1.20 0.40 -0.04  -0.390
C: 2.07 -0.90 -0.02  -0.010
N: -0.80 -1.16 -0.13  0.106
N: 1.39 1.63 0.03  0.128
N: -1.19 1.18 -0.06  0.136
H: -2.87 -1.62 -0.22  0.097
H: -3.23 0.85 0.21  0.076
H: 3.03 -0.83 -0.36  0.022
H: 1.46 -1.52 -0.72  0.082
H: 2.10 -1.39 0.98  0.098
H: 2.38 1.72 0.35  0.083
H: -0.97 2.10 0.30  0.123